The molecule C3H9NOS, computed with the ωB97M-V functional and the def2-TZVPD basis.

```
15
Properties=species:S:1:pos:R:3:mulliken_charge:R:1
C -0.373 -1.108 0.630 -0.8829
H -2.317 -1.144 1.955 0.1295
H 0.190 -1.949 0.236 0.3217
S -2.142 -1.535 0.700 -0.2301
H 1.981 -0.671 -0.625 0.3448
H -1.714 1.304 -0.094 0.2447
H -0.493 -0.208 -1.289 0.3351
O 1.793 1.110 -1.524 -0.4935
H -0.039 -0.839 1.622 0.3682
H 1.836 0.673 0.454 0.3232
C 1.403 0.232 -0.451 -0.5838
H -0.422 1.707 0.892 0.2236
H 1.108 1.009 -2.194 0.3171
C -0.087 0.086 -0.323 0.0840
N -0.723 1.333 0.011 -0.5015
```

For the HOMO energy, the calculation gives -9.2 eV. The value obtained for the energy relative to the best compared isomer or geometry (same formula, charge and spin) is 0.906 eV. The value obtained for the molar mass is 107.18 g mol⁻¹. Its net charge is 0. Its SMILES is N[C@@H](CO)CS. Its LUMO energy is 0.804 eV. As for the total energy: -17629.2990 eV. For the orbital gap, the calculation gives 10.03 eV.

***

C29H31NOPRh as an isolated structure, computed with the ωB97M-V functional and the def2-TZVPD basis.

```
64
Properties=species:S:1:pos:R:3:mulliken_charge:R:1
H 1.415 1.885 1.389 0.4951
H -3.243 -2.795 -0.365 0.3960
C -1.072 -2.911 1.366 0.9824
C -1.212 -4.323 0.912 -1.8298
H -0.242 -4.756 0.667 0.3610
P 0.153 0.640 -0.735 2.6167
C -3.130 -1.820 0.102 -1.5354
C 0.433 -0.237 3.463 -2.1059
C 3.105 -0.769 -0.363 -0.0365
C -0.144 -2.488 2.331 0.3624
H -3.081 0.361 2.674 0.3882
N 2.241 -1.353 0.377 0.2839
H 5.140 0.562 -1.201 0.4484
H 1.325 -2.882 3.852 0.4405
C -1.778 -0.669 -4.688 -0.5725
H 1.480 -3.900 2.425 0.2694
C -1.661 4.090 0.656 -0.8645
H -1.867 -4.422 0.050 0.4075
H 0.187 0.817 3.375 0.3194
C -0.786 4.434 1.673 -0.6574
H 3.072 3.882 -2.920 0.4598
H -0.955 5.330 2.256 0.4415
C -0.342 2.134 0.157 0.9023
C 0.320 3.632 1.937 -0.6697
O 2.632 -2.630 0.809 -0.3889
H -4.039 -1.617 0.672 0.3313
C -2.284 0.576 1.953 -1.4928
C 1.803 1.205 -1.261 0.0521
H 0.189 -0.561 4.479 0.4133
H 0.933 2.934 -2.188 0.4096
H 0.768 -1.302 -2.561 0.2665
C -1.938 -1.771 1.005 -0.5302
Rh 0.136 -1.401 0.390 -0.1737
C -1.517 -0.681 1.773 1.8670
H 0.171 -4.184 3.564 0.4037
H 3.484 -2.846 0.396 0.3381
C 0.540 2.492 1.183 -1.0220
C -0.329 -1.083 2.506 1.4077
C -1.818 0.881 -2.843 -0.1337
H -3.225 0.893 -4.456 0.4730
H -1.692 1.396 2.348 0.3703
C -1.442 2.944 -0.101 -0.3466
C 4.251 2.298 -2.078 -0.8404
H 4.050 -1.285 -0.533 0.4107
H 1.016 3.904 2.720 0.4760
C 1.852 2.407 -1.960 -0.8520
C -2.354 0.408 -4.036 -0.9563
H -2.151 2.706 -0.876 0.3030
C 4.216 1.089 -1.408 -0.9577
C 3.061 2.950 -2.369 -0.7273
C 2.999 0.538 -0.995 0.5430
H -2.293 1.728 -2.378 0.3112
H -0.194 -2.122 -4.658 0.4557
H -2.519 4.714 0.443 0.4895
C -0.691 0.276 -2.296 0.9155
H 1.509 -0.368 3.339 0.4169
C -0.121 -0.820 -2.961 -0.8211
H 5.198 2.718 -2.388 0.4414
H -2.769 0.888 1.031 0.4626
H -2.199 -1.029 -5.617 0.4276
C 0.768 -3.409 3.079 -1.7634
C -0.655 -1.285 -4.149 -0.8985
H -1.634 -4.925 1.722 0.3746
H -3.066 -1.070 -0.689 0.2417
```

For the HOMO energy, the calculation gives -14.4 eV. The value obtained for the energy relative to the best compared isomer or geometry (same formula, charge and spin) is 0.934 eV. The value obtained for the molar mass is 543.45 g mol⁻¹. Its net charge is +2. Its LUMO energy is -7.326 eV. As for the total energy: -46395.8146 eV. For the orbital gap, the calculation gives 7.09 eV.

***

The molecule C6H10, computed with the ωB97M-V functional and the def2-TZVPD basis.

```
16
Properties=species:S:1:pos:R:3:mulliken_charge:R:1
C -0.374 0.735 0.796 0.1396
H -2.415 0.091 0.958 0.2800
H 1.183 -2.236 -0.198 0.2812
C 0.510 -1.377 -0.286 -0.7966
H -2.189 1.642 0.103 0.3615
C 0.936 -0.224 -1.214 -0.5440
C 0.854 0.792 -0.056 -0.3955
H -0.283 1.351 1.691 0.4189
H 1.588 1.580 0.131 0.3209
C 0.617 -0.383 0.874 -0.1920
H 2.007 -0.289 -1.434 0.2722
H 0.330 -0.092 -2.117 0.2983
H -0.487 -1.810 -0.475 0.2412
H -1.807 0.120 -0.714 0.3129
H 1.310 -0.534 1.687 0.3497
C -1.778 0.635 0.254 -1.3484
```

For the HOMO energy, the calculation gives -9.2 eV. The value obtained for the energy relative to the best compared isomer or geometry (same formula, charge and spin) is 1.580 eV. The value obtained for the molar mass is 82.15 g mol⁻¹. Its net charge is 0. Its SMILES is C[C@H]1[C@H]2CC[C@@H]12. Its LUMO energy is 1.195 eV. As for the total energy: -6382.2792 eV. For the orbital gap, the calculation gives 10.38 eV.

***

The molecule C4H9NOS, computed with the ωB97M-V functional and the def2-TZVPD basis.

```
16
Properties=species:S:1:pos:R:3:mulliken_charge:R:1
S -1.972 -0.979 -0.874 -0.3400
C -0.781 1.238 0.199 -0.4326
H 0.270 -2.284 -1.831 0.3246
H 2.016 -1.865 -1.690 0.2787
C -0.909 1.081 1.718 -0.9751
H -1.845 0.611 2.026 0.3106
H -0.951 2.138 2.157 0.2761
H 0.015 1.947 -0.031 0.2571
C -0.609 -0.110 -0.513 0.1636
H 1.101 -2.524 -0.233 0.2907
N 0.672 -0.546 -0.782 0.1865
H -1.715 1.684 -0.178 0.3094
H -0.059 0.557 2.194 0.2988
C 1.061 -1.896 -1.176 -0.8485
O 1.700 0.154 -0.179 -0.4367
H 2.007 0.796 -0.809 0.3368
```

For the HOMO energy, the calculation gives -8.3 eV. The value obtained for the energy relative to the best compared isomer or geometry (same formula, charge and spin) is 2.560 eV. The value obtained for the molar mass is 119.19 g mol⁻¹. Its net charge is 0. Its SMILES is CCC(=S)N(C)O. Its LUMO energy is 0.530 eV. As for the total energy: -18664.9660 eV. For the orbital gap, the calculation gives 8.78 eV.

***

A 2-piece molecular cluster, C4H8N2 overall, computed with the ωB97M-V functional and the def2-TZVPD basis.

```
14
Properties=species:S:1:pos:R:3:mulliken_charge:R:1
H 1.688 0.086 -0.697 0.3131
C -0.909 0.288 -0.368 0.0222
H 1.548 1.928 -1.047 0.3757
H -1.777 -1.331 3.328 0.2718
H -0.463 0.993 -0.977 0.4875
N -1.460 -0.256 0.511 0.0184
C -2.454 -1.506 2.426 -0.6134
H 3.329 2.082 -2.282 0.2558
H -3.219 -2.203 2.647 0.2800
N 2.082 0.951 -1.124 -0.2257
C -2.276 -1.066 1.156 0.2635
C 3.082 1.089 -1.868 -0.0286
H 3.928 0.349 -2.168 0.2978
H -3.097 -1.404 0.463 0.2819
```

For the HOMO energy (spin up / spin down), the calculation gives -18.6 / -18.6 eV. The value obtained for the energy relative to the best compared isomer or geometry (same formula, charge and spin) is 1.745 eV. The value obtained for the molar mass is 84.12 g mol⁻¹. Its net charge is +2. Its LUMO energy (spin up / spin down) is -9.349 / -9.349 eV. As for the total energy: -7235.7887 eV. For the orbital gap (spin up / spin down), the calculation gives 9.29 / 9.29 eV.

***

An isolated ion of composition C9H12NOS and charge +1, computed with the ωB97M-V functional and the def2-TZVPD basis.

```
24
Properties=species:S:1:pos:R:3:mulliken_charge:R:1
H 1.672 -3.095 0.681 0.2784
C 1.623 -0.869 0.779 0.0674
C 2.214 -2.230 1.136 -0.4949
H 3.280 -2.305 1.027 0.2465
C -1.872 -0.322 -2.230 -0.7232
H 2.056 -0.966 2.919 0.3004
H -3.319 1.797 -1.329 0.3923
H 1.001 2.989 -0.370 0.3367
C 2.217 0.566 0.835 0.2061
C 1.452 -1.559 2.205 -0.6497
S -1.063 -0.437 0.404 -0.0504
C -3.181 1.125 -0.506 -1.2401
H -4.042 0.630 -0.296 0.4207
H 0.551 -0.767 -1.233 0.3624
H 0.434 -1.651 2.594 0.2465
C 0.542 2.051 -0.552 -0.1115
C 0.657 -0.303 -0.245 -0.0711
H -2.784 1.757 0.296 0.3327
O 3.022 1.277 1.305 -0.4345
N 1.167 1.008 -0.151 0.2659
H -0.432 2.014 -0.988 0.3496
H -2.180 0.030 -3.116 0.3736
C -2.077 0.183 -0.945 0.3209
H -0.939 -0.923 -2.221 0.2756
```

For the HOMO energy, the calculation gives -12.7 eV. The value obtained for the energy relative to the best compared isomer or geometry (same formula, charge and spin) is 4.330 eV. The value obtained for the molar mass is 182.27 g mol⁻¹. Its net charge is +1. Its SMILES is C=C(C)S[C@H]1[N+](=C)C(=O)C12CC2. Its LUMO energy is -5.751 eV. As for the total energy: -23889.3009 eV. For the orbital gap, the calculation gives 6.93 eV.